An isolated molecule of C22H24N4O2 in a non-equilibrium geometry, computed with ωB97M-V/def2-TZVPD.

Its total charge is 0. As for the HOMO energy: -7.79 eV. Its lowest unoccupied orbital energy is 0.64 eV. The value obtained for the frontier orbital gap is 8.428 eV. The value obtained for the energy is -1222.2285 hartree. As for the SMILES: O=C(NC[C@@H](c1cccnc1)N1CCN(c2ccccc2)CC1)c1ccco1. Its spin multiplicity is 1.

CARTESIAN COORDINATES (ANGSTROEM)
O: -1.62736 -3.37644 -0.69099
C: -0.63148 -2.68040 -0.75244
N: -0.58381 -1.47828 -1.37306
H: 0.31194 -1.01691 -1.41749
C: -1.70170 -0.82534 -1.99936
H: -1.40337 -0.53325 -3.01235
H: -2.51079 -1.55444 -2.07453
C: -2.21430 0.44856 -1.26047
N: -1.19266 1.28549 -0.64599
C: -0.62704 0.82464 0.60912
C: 0.14574 1.97818 1.25762
N: 1.21860 2.40020 0.37726
C: 2.39783 1.66184 0.35391
C: 3.10938 1.40321 -0.82329
C: 4.30882 0.71658 -0.80063
C: 4.84362 0.26005 0.39000
C: 4.16157 0.52180 1.56725
C: 2.96701 1.21085 1.55248
H: 2.48175 1.41647 2.49365
H: 4.56679 0.18859 2.51217
H: 5.77824 -0.28061 0.40267
H: 4.82551 0.53061 -1.73162
H: 2.73646 1.73307 -1.78022
C: 0.63323 2.87568 -0.85751
C: -0.18082 1.77871 -1.55714
H: -0.67921 2.19538 -2.43676
H: 0.51162 0.98856 -1.89599
H: 1.40569 3.26851 -1.51817
H: -0.03929 3.69876 -0.59684
H: 0.53029 1.66197 2.22423
H: -0.52191 2.83046 1.41052
H: -1.43952 0.50322 1.26242
H: 0.07532 -0.01576 0.49070
C: -3.30417 0.20740 -0.23942
C: -4.04470 1.31050 0.18069
C: -5.04207 1.14804 1.12404
C: -5.26366 -0.12755 1.62240
N: -4.56719 -1.17990 1.23758
C: -3.61449 -1.02265 0.33331
H: -3.09085 -1.93196 0.07249
H: -6.02988 -0.31746 2.36278
H: -5.63158 1.98621 1.46276
H: -3.82758 2.28534 -0.23242
H: -2.66489 1.07437 -2.04691
C: 0.65269 -3.05336 -0.13676
C: 1.02116 -4.18796 0.53681
C: 2.35936 -3.98874 0.94131
C: 2.70995 -2.75182 0.49086
O: 1.69083 -2.17630 -0.16150
H: 3.61456 -2.18083 0.57030
H: 2.97450 -4.67035 1.49161
H: 0.40183 -5.04293 0.71089

Here are the Mulliken charges for atoms 1 to 5, given in e:
1. O -0.729
2. C 0.401
3. N 0.127
4. H 0.116
5. C -1.564

An isolated molecule of C21H27FN4O2, computed with ωB97M-V/def2-TZVPD.

Its total charge is 0. As for the HOMO energy: -9.01 eV. Its lowest unoccupied orbital energy is 0.59 eV. The value obtained for the frontier orbital gap is 9.598 eV. The value obtained for the energy is -1285.8288 hartree. As for the SMILES: CCN(CCn1cccn1)C(=O)[C@@H]1CCC(=O)N(CCc2cccc(F)c2)C1. Its spin multiplicity is 1.

CARTESIAN COORDINATES (ANGSTROEM)
C: -2.01618 -3.21670 -1.80291
H: -2.19823 -4.28459 -1.71923
H: -2.78947 -2.78192 -2.43081
H: -1.05681 -3.06264 -2.29058
C: -2.03022 -2.57519 -0.41574
N: -1.81773 -1.14297 -0.47731
C: -0.63118 -0.49872 -0.38681
O: -0.57612 0.71810 -0.40416
C: 0.63044 -1.34149 -0.21454
C: 1.79938 -0.60489 -0.86363
N: 3.10191 -1.05199 -0.41478
C: 3.35810 -1.83152 0.65750
O: 4.49656 -2.12137 0.98047
C: 2.16424 -2.36091 1.43257
C: 0.92774 -1.49192 1.27862
H: 1.10308 -0.50105 1.70212
H: 0.08101 -1.93942 1.80449
H: 2.46685 -2.44230 2.47779
H: 1.96368 -3.37514 1.07448
C: 4.24145 -0.45788 -1.09122
H: 4.99103 -1.23935 -1.24342
H: 3.90555 -0.08171 -2.05868
C: 4.88010 0.67610 -0.26756
C: 3.85273 1.69647 0.12191
C: 3.46889 2.68725 -0.77324
C: 2.46225 3.56462 -0.41916
C: 1.81496 3.49001 0.79990
C: 2.20880 2.50746 1.69105
C: 3.21959 1.62263 1.35776
H: 3.52291 0.85910 2.05922
H: 1.72148 2.43357 2.65175
H: 1.02683 4.18657 1.03479
F: 2.10226 4.52671 -1.29641
H: 3.94229 2.77937 -1.73886
H: 5.32669 0.23390 0.62302
H: 5.66859 1.13183 -0.86789
H: 1.75104 -0.73612 -1.95213
H: 1.68291 0.46528 -0.65166
H: 0.51877 -2.32625 -0.67018
C: -2.99800 -0.31828 -0.64819
H: -3.78234 -0.90356 -1.12999
H: -2.73642 0.53183 -1.28390
C: -3.50954 0.20890 0.70491
N: -4.75227 0.90219 0.54265
C: -4.94134 2.21375 0.29476
C: -6.29485 2.39852 0.13780
C: -6.84314 1.11946 0.30183
N: -5.89989 0.22893 0.53946
H: -7.87155 0.82060 0.25979
H: -6.81393 3.31315 -0.06117
H: -4.12112 2.90151 0.25586
H: -3.67804 -0.62988 1.38581
H: -2.76373 0.88372 1.13007
H: -1.27661 -3.03902 0.22132
H: -3.00338 -2.74476 0.05249

Here are the Mulliken charges for atoms 1 to 5, given in e:
1. C -1.152
2. H 0.416
3. H 0.355
4. H 0.262
5. C -0.695

An isolated molecule of C6H12O in a non-equilibrium geometry, computed with ωB97M-V/def2-TZVPD.

Its total charge is 0. As for the HOMO energy: -9.46 eV. Its lowest unoccupied orbital energy is 0.92 eV. The value obtained for the frontier orbital gap is 10.381 eV. The value obtained for the energy is -311.0111 hartree. As for the SMILES: C=C(C)CCCO. Its spin multiplicity is 1.

CARTESIAN COORDINATES (ANGSTROEM)
C: -0.05844 -0.21290 -1.99665
O: 1.08106 -0.37598 -2.86796
C: 0.22146 0.73270 -0.82507
C: 0.68193 -0.05204 0.44118
C: -0.31323 -0.11197 1.55330
C: -0.75196 -1.26852 2.03880
C: -0.90839 1.19120 2.02404
H: -0.79102 0.17440 -2.68883
H: -0.35786 -1.17679 -1.59674
H: 1.83798 -0.64028 -2.31511
H: -0.68783 1.28556 -0.60428
H: 1.00703 1.41014 -1.15991
H: 1.68089 0.29232 0.73788
H: 0.91393 -1.05616 0.07953
H: -0.24524 -2.19683 1.78779
H: -1.51721 -1.38953 2.79767
H: -0.09300 1.81314 2.40168
H: -1.46059 1.74244 1.26590
H: -1.60129 1.01639 2.84219

Here are the Mulliken charges for atoms 1 to 5, given in e:
1. C -0.627
2. O -0.541
3. C -0.436
4. C -0.696
5. C 0.819